[1]
{"formula": "CH2FN2O2", "method": "the ωB97M-V functional and the def2-TZVPD basis", "homo_ev": [-3.737, -3.741], "gap_ev": [8.20, 6.81], "e_tot_ev": -10857.61170, "charge": -1, "e_lumo_ha": [0.16410, 0.11268], "relative_energy_kj_mol": 35.5, "multiplicity": 3, "species": ["F", "O", "O", "N", "N", "C", "H", "H"], "coordinates": [[0.63689, 1.31629, 1.54355], [-1.50032, -1.69397, -1.51188], [-0.01704, -0.35880, -2.74306], [-0.34766, 0.29274, 1.53787], [-0.24490, 0.07983, -0.78846], [-0.66686, -0.83485, -1.71362], [0.64617, 0.64580, -0.98832], [-1.18176, 0.93079, 1.67624]], "nbo_charge": [-0.32, -0.73, -0.67, -0.06, -0.61, 0.78, 0.34, 0.26]}

---

[2]
{"formula": "C25H25N2OS", "method": "the ωB97M-V functional and the def2-TZVPD basis", "homo_ev": -11.094, "gap_ev": 6.33, "e_tot_ev": -42185.78087, "charge": 1, "e_lumo_ha": -0.17492, "relative_energy_kj_mol": 73.7, "multiplicity": 1, "species": ["S", "O", "N", "N", "C", "C", "C", "C", "C", "C", "C", "C", "C", "C", "C", "C", "C", "C", "C", "C", "C", "C", "C", "C", "C", "C", "C", "C", "C", "H", "H", "H", "H", "H", "H", "H", "H", "H", "H", "H", "H", "H", "H", "H", "H", "H", "H", "H", "H", "H", "H", "H", "H", "H"], "coordinates": [[0.49200, 3.96860, 1.90133], [-0.46070, -3.05274, -4.27303], [0.53233, 1.42227, 1.03347], [2.10656, 1.88529, 2.56012], [-3.09485, 0.47570, 0.89698], [3.00340, 2.66222, 3.38560], [0.30178, -5.78662, -1.92669], [-4.20258, 0.90008, 1.63561], [-2.12920, -0.94866, -1.73336], [1.06286, 2.34032, 1.81289], [-0.07023, 0.09844, -2.49467], [1.82120, 4.79101, 2.82109], [-0.79530, -1.96149, -3.45791], [2.33738, 3.90491, 3.93420], [-2.44657, 2.81937, 0.61299], [0.20267, -4.11405, -3.64092], [-1.90481, -2.00640, -2.60816], [0.07574, -0.86033, -3.46684], [-1.14193, 0.06921, -1.56107], [1.55340, -4.32019, -3.95642], [2.41977, 0.52400, 2.12975], [-3.46860, 3.21344, 1.46258], [1.29027, 0.20911, 1.15765], [2.28810, -5.22207, -3.19454], [-4.37789, 2.25799, 1.94377], [-2.23348, 1.44471, 0.30767], [-0.43690, -4.85802, -2.64809], [1.66873, -5.96359, -2.17880], [-1.15837, 1.10419, -0.56987], [1.50081, 3.63600, 4.58409], [0.66192, -0.62648, 1.49280], [3.88751, 2.95019, 2.81103], [1.70142, -0.07435, 0.17772], [1.99951, -3.72489, -4.74939], [-3.59618, 4.27564, 1.69365], [-0.18934, -6.37195, -1.14588], [2.25326, -6.67590, -1.59181], [3.37925, 0.48145, 1.60159], [-2.60279, -2.84738, -2.68468], [-4.95963, 0.17297, 1.94412], [0.84981, -0.78826, -4.23232], [2.46932, -0.16957, 2.97929], [3.34815, 2.02220, 4.21059], [-1.80361, 3.56011, 0.13471], [-3.08086, -0.88235, -1.21215], [-1.49387, -4.67901, -2.44000], [-0.42129, 1.88445, -0.76509], [1.35140, 5.70550, 3.21781], [-2.88037, -0.58722, 0.76544], [-5.22818, 2.58324, 2.54991], [2.59440, 5.07413, 2.10252], [0.62631, 0.94516, -2.45655], [3.35409, -5.33964, -3.39496], [3.04417, 4.47926, 4.52220]], "nbo_charge": [0.29, -0.53, -0.56, -0.42, -0.17, -0.20, -0.19, -0.22, -0.12, 0.30, -0.11, -0.51, 0.50, -0.42, -0.15, 0.28, -0.29, -0.30, -0.13, -0.25, -0.22, -0.20, -0.24, -0.19, -0.14, -0.08, -0.27, -0.21, 0.14, 0.22, 0.20, 0.19, 0.20, 0.23, 0.23, 0.22, 0.23, 0.20, 0.25, 0.23, 0.25, 0.21, 0.22, 0.23, 0.23, 0.22, 0.25, 0.25, 0.22, 0.24, 0.23, 0.23, 0.23, 0.24]}

---

[3]
{"formula": "C3HFeO", "method": "the ωB97M-V functional and the def2-TZVPD basis", "homo_ev": [-18.338, -20.959], "gap_ev": [5.98, 7.82], "e_tot_ev": -39533.37254, "charge": 2, "e_lumo_ha": [-0.45431, -0.48292], "relative_energy_kj_mol": 143.4, "multiplicity": 6, "species": ["Fe", "O", "C", "C", "C", "H"], "coordinates": [[-1.76194, 2.56437, -0.41021], [-0.67610, 1.18807, -0.62343], [-0.21609, -1.04852, 0.44077], [1.04951, -1.32250, 0.00075], [-0.23960, 0.11644, -0.15158], [1.84422, -1.49787, 0.74369]], "nbo_charge": [1.79, -0.80, -0.05, 0.23, 0.58, 0.26]}

---

[4]
{"formula": "C20H32CoN4OS", "method": "the ωB97M-V functional and the def2-TZVPD basis", "homo_ev": [-17.991, -17.986], "gap_ev": [9.87, 6.71], "e_tot_ev": -77703.38748, "charge": 3, "e_lumo_ha": [-0.29825, -0.41455], "relative_energy_kj_mol": 15.1, "multiplicity": 5, "species": ["Co", "S", "O", "N", "N", "N", "N", "C", "C", "C", "C", "C", "C", "C", "C", "C", "C", "C", "C", "C", "C", "C", "C", "C", "C", "C", "C", "H", "H", "H", "H", "H", "H", "H", "H", "H", "H", "H", "H", "H", "H", "H", "H", "H", "H", "H", "H", "H", "H", "H", "H", "H", "H", "H", "H", "H", "H", "H", "H"], "coordinates": [[-0.38005, 0.87131, -0.48965], [-1.91473, -0.35095, -1.59780], [-0.96869, 2.69805, -1.26073], [-1.15764, -2.05871, -3.48893], [-1.54268, 1.59216, 1.01259], [-2.30290, -2.99706, -1.73485], [3.35236, 2.98608, 1.40536], [-3.02602, -3.04876, -0.44902], [-0.02016, -4.27332, -3.81252], [-2.38182, 2.57951, 0.66192], [1.58378, -0.89369, -0.36774], [-1.08176, -3.29458, -4.29744], [2.66990, -0.20559, 2.09752], [2.10282, 2.22289, 1.81432], [2.20282, -1.87288, 0.41288], [-1.75246, -1.95242, -2.31333], [-2.26099, 3.11116, -0.73602], [-2.13926, -3.54930, 0.67874], [2.72645, -1.52794, 1.64618], [1.45168, 0.38805, 0.15107], [2.08045, 0.79328, 1.33410], [3.50080, 3.12373, -0.07828], [-3.33694, 3.06742, 1.53128], [-1.62015, 1.07025, 2.25155], [-3.42228, 2.52193, 2.80189], [4.61271, 2.44739, 2.02137], [-2.54146, 1.50989, 3.17205], [-2.57435, 1.06832, 4.15879], [3.22929, 3.92674, 1.78277], [-3.05339, 2.70002, -1.36299], [-4.00446, 3.86145, 1.21793], [2.28855, -2.88456, 0.03697], [-3.87667, -3.70983, -0.59748], [4.79493, 1.44820, 1.63764], [-2.70423, -3.55451, 1.61134], [-0.86034, -2.97622, -5.31209], [5.43487, 3.10162, 1.74392], [2.07131, 2.26309, 2.90134], [1.22297, -1.15003, -1.35967], [1.25935, 2.78668, 1.41910], [0.96816, -3.81216, -3.83008], [-1.79762, -4.56875, 0.49584], [4.30456, 3.82560, -0.28476], [-0.20832, -4.64266, -2.80143], [2.56957, 3.49624, -0.49810], [-0.82562, -1.20357, -3.90317], [0.00168, -5.13578, -4.47854], [-2.33226, 4.19572, -0.74288], [-4.16645, 2.88309, 3.50017], [-3.41361, -2.05824, -0.23777], [-0.92163, 0.27645, 2.48633], [-2.07460, -3.74875, -4.32198], [3.74886, 2.15154, -0.49612], [-0.83844, 3.08833, -2.13483], [3.08948, 0.04426, 3.06692], [-2.22064, -3.87781, -2.22437], [4.50546, 2.43207, 3.10314], [3.21450, -2.27901, 2.25484], [-1.26467, -2.90541, 0.80269]], "nbo_charge": [1.42, -0.35, -0.78, -0.54, -0.60, -0.53, -0.33, -0.22, -0.63, 0.19, -0.25, -0.24, -0.19, -0.25, -0.17, 0.41, -0.11, -0.62, -0.14, -0.26, -0.04, -0.42, -0.22, 0.06, -0.08, -0.42, -0.23, 0.26, 0.44, 0.23, 0.26, 0.26, 0.24, 0.24, 0.25, 0.25, 0.26, 0.25, 0.25, 0.23, 0.22, 0.23, 0.26, 0.20, 0.23, 0.43, 0.26, 0.24, 0.27, 0.22, 0.22, 0.22, 0.24, 0.54, 0.24, 0.43, 0.24, 0.27, 0.19]}